{"formula": "C30H23BCrNO2S11", "method": "the ωB97M-V functional and the def2-TZVPD basis", "spin_multiplicity": 4, "total_charge": -2, "e_lumo_ev": [3.5672, 3.3858], "relative_energy_kcal_mol": 19.0, "orbital_gap_ev": [4.69, 4.57], "symbols": ["Cr", "C", "C", "C", "C", "C", "C", "C", "C", "C", "C", "C", "C", "C", "C", "C", "N", "H", "H", "H", "H", "H", "H", "H", "H", "H", "H", "S", "C", "S", "C", "C", "S", "S", "S", "C", "S", "C", "H", "H", "H", "H", "H", "H", "O", "B", "O", "C", "C", "C", "C", "C", "C", "H", "H", "H", "H", "C", "S", "C", "C", "S", "S", "C", "S", "S", "H", "H", "H"], "xyz": [[0.462, 0.331, 0.535], [1.017, -0.158, 4.801], [-0.261, 0.149, 5.257], [-1.277, 0.371, 4.353], [-1.011, 0.312, 2.980], [0.301, 0.121, 2.509], [1.284, -0.165, 3.448], [-2.013, 0.375, 1.941], [-3.391, 0.325, 2.176], [-4.286, 0.289, 1.135], [-3.796, 0.366, -0.189], [-4.641, 0.418, -1.311], [-4.127, 0.583, -2.577], [-2.747, 0.654, -2.756], [-1.897, 0.546, -1.680], [-2.385, 0.415, -0.374], [-1.503, 0.374, 0.676], [1.805, -0.372, 5.512], [-0.458, 0.201, 6.320], [-2.276, 0.593, 4.712], [2.291, -0.385, 3.112], [-3.742, 0.290, 3.196], [-5.351, 0.209, 1.308], [-5.711, 0.345, -1.157], [-4.787, 0.660, -3.432], [-2.329, 0.803, -3.742], [-0.828, 0.570, -1.833], [7.463, 2.563, 2.950], [5.899, 2.297, 2.505], [4.556, 3.090, 3.261], [3.253, 2.337, 2.314], [3.674, 1.427, 1.387], [2.748, 0.516, 0.251], [5.416, 1.195, 1.257], [1.675, 2.851, 2.607], [1.604, 3.898, -0.646], [0.108, 2.880, -0.726], [-0.898, 3.740, 0.518], [1.817, 4.129, 0.395], [1.455, 4.801, -1.233], [2.414, 3.308, -1.065], [-1.051, 4.772, 0.204], [-0.382, 3.699, 1.475], [-1.848, 3.219, 0.578], [0.250, -2.458, -0.533], [0.400, -1.695, 0.627], [0.516, -2.577, 1.712], [0.477, -3.830, 1.215], [0.552, -5.046, 1.865], [0.491, -6.190, 1.079], [0.367, -6.115, -0.301], [0.282, -4.896, -0.960], [0.327, -3.756, -0.182], [0.656, -5.098, 2.938], [0.543, -7.160, 1.555], [0.334, -7.029, -0.879], [0.193, -4.834, -2.033], [-0.857, -1.602, -4.909], [0.853, -1.596, -5.543], [1.340, 0.010, -5.039], [1.494, 0.410, -3.742], [1.295, -0.548, -2.373], [1.918, 2.140, -3.598], [1.954, 2.534, -5.291], [2.309, 4.033, -5.872], [1.577, 1.193, -6.316], [-1.270, -2.582, -5.120], [-1.430, -0.830, -5.416], [-0.815, -1.423, -3.838]]}

=====

{"formula": "C30H23Cl3IN2NdO4S", "method": "the ωB97M-V functional and the def2-TZVPD basis", "spin_multiplicity": 4, "total_charge": 0, "e_lumo_ev": [-0.8280, -0.8284], "relative_energy_kcal_mol": 0.0, "orbital_gap_ev": [6.67, 6.67], "symbols": ["Nd", "Cl", "C", "C", "C", "C", "O", "C", "C", "N", "C", "C", "C", "C", "C", "C", "C", "C", "N", "C", "C", "H", "H", "H", "H", "H", "H", "H", "H", "H", "H", "Cl", "C", "Cl", "H", "H", "O", "H", "H", "I", "C", "C", "C", "C", "C", "C", "C", "O", "O", "H", "H", "H", "H", "S", "C", "C", "C", "C", "C", "C", "H", "H", "H", "H", "H"], "xyz": [[2.728, -21.557, -1.397], [3.920, -28.724, -3.815], [3.717, -27.024, -3.619], [3.234, -26.230, -4.650], [3.105, -24.883, -4.482], [3.463, -24.273, -3.265], [3.243, -23.024, -3.075], [4.051, -25.060, -2.259], [4.377, -24.581, -0.963], [4.058, -23.485, -0.358], [4.400, -23.350, 1.025], [4.516, -24.427, 1.887], [4.759, -24.266, 3.258], [4.959, -23.012, 3.767], [4.793, -21.890, 2.920], [4.707, -20.590, 3.475], [4.404, -19.555, 2.638], [4.120, -19.802, 1.257], [4.089, -21.008, 0.745], [4.433, -22.070, 1.583], [4.146, -26.459, -2.427], [2.914, -26.740, -5.533], [2.702, -24.229, -5.239], [4.990, -25.290, -0.391], [4.361, -25.425, 1.512], [4.811, -25.151, 3.901], [5.199, -22.834, 4.817], [4.803, -20.479, 4.553], [4.329, -18.516, 2.968], [3.938, -18.932, 0.598], [4.549, -27.110, -1.631], [2.146, -20.088, -4.763], [0.815, -21.281, -4.818], [-0.429, -21.076, -3.563], [1.310, -22.236, -4.660], [0.356, -21.150, -5.797], [1.275, -19.336, -1.328], [0.993, -19.188, -0.389], [2.067, -18.849, -1.529], [-3.685, -26.057, 3.173], [-2.289, -25.001, 2.105], [-2.129, -23.630, 2.364], [-1.155, -22.951, 1.657], [-0.399, -23.620, 0.691], [-0.686, -24.929, 0.350], [-1.633, -25.647, 1.063], [0.661, -22.952, -0.109], [1.064, -21.766, 0.231], [1.165, -23.570, -1.065], [-2.717, -23.157, 3.131], [-0.883, -21.922, 1.869], [-0.124, -25.433, -0.427], [-1.852, -26.644, 0.797], [4.247, -19.270, -2.014], [4.419, -18.459, -3.571], [4.932, -19.122, -4.717], [5.016, -18.479, -5.920], [4.584, -17.158, -6.014], [4.094, -16.491, -4.901], [4.017, -17.132, -3.702], [5.170, -20.190, -4.660], [5.406, -19.037, -6.756], [4.692, -16.639, -6.983], [3.771, -15.471, -5.083], [3.655, -16.629, -2.835]]}

=====

{"formula": "C30H23IN6PReS2", "method": "the ωB97M-V functional and the def2-TZVPD basis", "spin_multiplicity": 2, "total_charge": 3, "e_lumo_ev": [-12.2859, -11.4857], "relative_energy_kcal_mol": 31.9, "orbital_gap_ev": [4.24, 5.17], "symbols": ["Re", "S", "C", "N", "C", "C", "C", "C", "C", "C", "S", "H", "H", "H", "H", "I", "C", "C", "C", "C", "C", "C", "C", "C", "C", "P", "C", "C", "C", "C", "C", "C", "C", "C", "C", "C", "C", "C", "C", "H", "H", "H", "H", "H", "H", "H", "H", "H", "H", "H", "H", "H", "H", "H", "H", "N", "N", "N", "C", "N", "N", "H", "H", "H"], "xyz": [[0.584, -0.427, -1.657], [2.917, 0.060, -2.027], [2.148, 1.546, -2.328], [0.802, 1.518, -2.096], [0.194, 2.760, -2.378], [-1.135, 3.124, -2.217], [-1.507, 4.414, -2.535], [-0.570, 5.338, -2.995], [0.763, 4.988, -3.137], [1.123, 3.694, -2.819], [2.738, 3.015, -2.873], [-1.869, 2.422, -1.848], [-2.540, 4.712, -2.422], [-0.883, 6.345, -3.239], [1.494, 5.708, -3.485], [-2.065, -0.612, -1.853], [-3.068, -0.075, -0.087], [-4.363, 0.223, -0.375], [-5.276, 0.467, 0.659], [-4.847, 0.359, 1.945], [-3.497, 0.045, 2.252], [-3.125, -0.072, 3.608], [-1.847, -0.361, 3.971], [-0.880, -0.499, 2.971], [-1.185, -0.406, 1.623], [0.373, -0.371, 0.699], [1.237, -1.934, 0.945], [2.643, -1.975, 0.918], [3.304, -3.187, 1.054], [2.572, -4.365, 1.173], [1.178, -4.332, 1.173], [0.507, -3.124, 1.066], [1.283, 1.036, 1.329], [0.748, 2.295, 1.039], [1.368, 3.430, 1.529], [2.515, 3.311, 2.312], [3.032, 2.058, 2.613], [2.419, 0.913, 2.125], [-2.531, -0.156, 1.218], [-4.707, 0.256, -1.404], [-6.303, 0.711, 0.424], [-5.538, 0.511, 2.765], [-3.888, 0.078, 4.363], [-1.566, -0.452, 5.012], [0.148, -0.660, 3.277], [3.214, -1.060, 0.824], [4.388, -3.213, 1.076], [3.090, -5.311, 1.277], [0.616, -5.252, 1.275], [-0.575, -3.104, 1.087], [-0.166, 2.386, 0.455], [0.953, 4.407, 1.321], [2.996, 4.201, 2.699], [3.911, 1.967, 3.239], [2.818, -0.060, 2.387], [-0.390, -5.387, -3.423], [0.325, -4.329, -2.986], [1.611, -4.451, -2.688], [1.892, -3.255, -2.213], [0.784, -2.459, -2.220], [-0.222, -3.194, -2.737], [0.192, -6.104, -3.831], [-1.207, -5.146, -3.962], [2.870, -2.964, -1.869]]}

=====

{"formula": "C30H24BFeN14", "method": "the ωB97M-V functional and the def2-TZVPD basis", "spin_multiplicity": 6, "total_charge": 2, "e_lumo_ev": [-6.8763, -7.9874], "orbital_gap_ev": [7.19, 6.08], "symbols": ["Fe", "C", "C", "N", "N", "C", "B", "N", "C", "C", "C", "N", "N", "C", "C", "C", "N", "N", "C", "C", "C", "N", "H", "H", "H", "H", "H", "H", "H", "H", "H", "H", "H", "H", "C", "C", "N", "C", "C", "N", "C", "C", "C", "C", "C", "N", "C", "C", "N", "C", "C", "N", "C", "C", "C", "N", "C", "C", "H", "H", "H", "H", "H", "H", "H", "H", "H", "H", "H", "H"], "xyz": [[-0.890, -0.237, -0.038], [0.938, 0.508, -3.857], [0.716, 0.951, -2.561], [0.178, -0.026, -1.823], [0.032, -1.101, -2.639], [0.489, -0.801, -3.862], [-0.427, -2.500, -2.119], [0.414, -2.780, -0.842], [1.166, -3.833, -0.505], [1.807, -3.552, 0.691], [1.384, -2.276, 1.025], [0.546, -1.800, 0.097], [-1.937, -2.403, -1.646], [-2.987, -3.213, -1.775], [-4.073, -2.681, -1.086], [-3.591, -1.520, -0.523], [-2.294, -1.354, -0.855], [-0.224, -3.509, -3.201], [-1.029, -3.947, -4.216], [-0.263, -4.682, -5.074], [1.031, -4.636, -4.513], [1.061, -3.923, -3.407], [1.382, 1.051, -4.673], [0.945, 1.912, -2.129], [0.488, -1.539, -4.648], [1.220, -4.698, -1.140], [2.502, -4.178, 1.223], [1.672, -1.674, 1.873], [-2.910, -4.136, -2.324], [-5.065, -3.091, -1.013], [-4.095, -0.798, 0.103], [-2.066, -3.669, -4.298], [-0.581, -5.177, -5.975], [1.937, -5.093, -4.878], [-1.595, -2.426, 3.810], [-1.710, -1.993, 2.493], [-1.068, -0.904, 2.084], [-0.306, -0.247, 2.967], [-0.201, -0.699, 4.272], [-0.843, -1.784, 4.691], [0.287, 1.000, 2.439], [1.186, 1.828, 3.077], [1.514, 3.055, 2.490], [0.850, 3.426, 1.316], [-0.037, 2.541, 0.740], [-0.237, 1.324, 1.254], [-0.952, 2.808, -0.391], [-1.201, 4.051, -0.951], [-2.103, 4.216, -1.912], [-2.763, 3.143, -2.320], [-2.525, 1.884, -1.776], [-1.625, 1.730, -0.811], [2.497, 3.959, 3.117], [2.580, 4.079, 4.500], [3.519, 4.950, 5.033], [4.357, 5.669, 4.293], [4.276, 5.544, 2.971], [3.363, 4.715, 2.335], [-2.122, -3.308, 4.151], [-2.298, -2.538, 1.764], [0.402, -0.172, 5.003], [1.641, 1.536, 4.014], [1.005, 4.410, 0.895], [-0.676, 4.936, -0.613], [-3.500, 3.277, -3.102], [-3.038, 1.002, -2.134], [1.909, 3.542, 5.159], [3.597, 5.076, 6.106], [4.975, 6.134, 2.390], [3.364, 4.641, 1.255]]}